63
Properties=species:S:1:pos:R:3 method="wB97M-V/def2-TZVPD" total_energy_ha=-2587.08334 de_lowest_kcal_mol=36.0 charge=+1 lumo_energy_ev=-4.971 homo_lumo_gap_ev=6.51
Pt -1.066 0.851 -0.392
C -2.698 -2.396 -2.745
O -1.839 -1.487 -2.059
Si -0.168 -1.651 -2.058
C 0.383 -2.020 -3.778
C 0.269 -3.109 -1.028
C 0.485 -0.019 -1.392
Si 1.917 -0.070 -0.153
C 1.517 -1.272 1.219
C 2.192 1.591 0.632
C 3.492 -0.622 -0.955
Si 0.481 1.400 -2.729
C 1.866 1.031 -3.891
C -1.134 1.415 -3.658
C 0.784 3.101 -2.041
H -2.399 -2.527 -3.788
H -3.706 -1.986 -2.729
H -2.710 -3.377 -2.260
H 0.059 -3.029 -4.058
H 1.478 -2.008 -3.828
H 0.000 -1.324 -4.527
H -0.037 -4.011 -1.570
H -0.210 -3.117 -0.047
H 1.352 -3.173 -0.878
H 0.450 -1.464 1.332
H 1.887 -0.860 2.166
H 2.007 -2.236 1.065
H 1.250 2.063 0.928
H 2.717 2.293 -0.022
H 2.801 1.461 1.535
H 3.337 -1.553 -1.514
H 4.265 -0.810 -0.203
H 3.885 0.128 -1.648
H 1.676 0.156 -4.512
H 2.811 0.883 -3.364
H 1.971 1.909 -4.540
H -1.132 0.651 -4.441
H -1.274 2.389 -4.137
H -2.011 1.217 -3.034
H 1.858 3.270 -1.916
H 0.305 3.323 -1.082
H 0.412 3.824 -2.775
I -2.801 2.950 0.117
I -3.183 4.360 -2.084
O 0.426 3.131 6.053
C -0.022 1.829 6.375
N -0.505 1.328 5.100
C -0.942 0.063 4.971
O -0.964 -0.728 5.893
C -1.422 -0.375 3.604
C -2.082 -1.590 3.504
C -2.524 -2.027 2.267
C -2.281 -1.253 1.152
N -1.630 -0.078 1.252
C -1.208 0.352 2.454
H 0.734 3.568 6.852
H -0.829 1.837 7.107
H 0.777 1.186 6.740
H -0.550 2.003 4.358
H -2.226 -2.169 4.408
H -3.045 -2.967 2.154
H -2.579 -1.544 0.154
H -0.666 1.287 2.446



57
Properties=species:S:1:pos:R:3 method="wB97M-V/def2-TZVPD" total_energy_ha=-1367.39245 charge=+1 lumo_energy_ev=-3.529 homo_lumo_gap_ev=7.28
C -1.646 3.587 -0.653
C -0.234 3.025 -1.150
O -0.220 2.181 -2.052
O 1.029 3.433 -0.549
C 1.096 2.661 0.670
S 2.815 1.939 0.963
C 2.466 0.306 1.776
C 3.543 -0.141 2.872
C 2.905 -0.570 4.281
C 1.812 0.502 4.825
C 2.393 -2.081 4.340
C 1.352 -2.482 3.196
C -0.147 -1.961 3.488
C -0.988 -1.377 2.511
C -2.020 -0.188 2.879
C -1.042 -1.854 0.970
H -2.494 2.969 -1.121
H -1.790 4.684 -0.910
H -1.761 3.464 0.481
H 0.720 3.197 1.598
H 0.428 1.735 0.501
H 3.405 1.724 -0.290
H 2.453 -0.520 0.972
H 1.385 0.349 2.165
H 4.196 0.786 3.088
H 4.285 -0.929 2.484
H 3.769 -0.498 5.041
H 1.717 0.464 5.970
H 0.812 0.424 4.293
H 2.269 1.538 4.596
H 3.297 -2.763 4.236
H 1.891 -2.283 5.347
H 1.269 -3.634 3.228
H 1.696 -2.241 2.132
H -0.603 -2.098 4.534
H -2.014 0.623 2.078
H -1.815 0.264 3.905
H -3.072 -0.625 2.911
H -2.088 -1.654 0.536
H -0.270 -1.291 0.347
H -0.821 -2.977 0.892
C -2.659 0.712 -6.822
O -3.241 -0.285 -5.993
C -2.579 -1.542 -6.109
C -1.644 -1.786 -4.929
O -0.546 -0.877 -4.938
C -0.714 0.185 -4.011
H -3.051 1.683 -6.515
H -1.571 0.732 -6.731
H -2.938 0.535 -7.866
H -2.037 -1.612 -7.058
H -3.355 -2.313 -6.107
H -1.224 -2.793 -5.017
H -2.189 -1.730 -3.980
H -0.539 -0.182 -2.995
H -1.710 0.629 -4.075
H 0.024 0.956 -4.236



57
Properties=species:S:1:pos:R:3 method="wB97M-V/def2-TZVPD" total_energy_ha=-1137.61193 charge=-1 lumo_energy_ev=2.647 homo_lumo_gap_ev=7.77
C -2.303 -5.765 -2.660
C -2.323 -5.778 -1.129
C -1.563 -4.616 -0.486
C -1.873 -3.247 -1.104
C -1.700 -2.080 -0.120
C -3.036 -1.530 0.383
C -2.918 -0.542 1.550
C -2.793 0.930 1.123
C -1.352 1.420 0.967
C -0.558 1.430 2.287
C 0.899 0.941 2.183
C 1.940 1.978 2.616
C 3.359 1.709 2.089
C 3.802 2.602 0.929
C 3.390 2.082 -0.450
C 3.090 3.189 -1.462
O 4.395 3.670 -1.863
C 2.321 2.639 -2.716
O 1.405 3.588 -3.190
Al 0.702 4.128 -1.629
O 2.364 4.235 -0.934
H -2.438 -6.771 -3.062
H -1.346 -5.396 -3.035
H -3.095 -5.143 -3.077
H -1.890 -6.720 -0.782
H -3.355 -5.766 -0.765
H -1.834 -4.565 0.574
H -0.486 -4.808 -0.515
H -2.916 -3.261 -1.443
H -1.260 -3.081 -1.992
H -1.123 -1.278 -0.584
H -1.128 -2.419 0.750
H -3.561 -1.059 -0.454
H -3.650 -2.387 0.688
H -3.807 -0.647 2.177
H -2.059 -0.820 2.168
H -3.333 1.579 1.818
H -3.291 1.038 0.154
H -1.358 2.430 0.555
H -0.835 0.810 0.222
H -0.537 2.459 2.659
H -1.087 0.851 3.049
H 1.116 0.590 1.171
H 1.012 0.074 2.843
H 1.621 2.982 2.324
H 1.986 1.962 3.711
H 3.448 0.655 1.799
H 4.065 1.853 2.913
H 3.406 3.611 1.053
H 4.893 2.671 0.963
H 4.203 1.474 -0.858
H 2.506 1.442 -0.369
H 4.206 4.305 -2.572
H 3.042 2.352 -3.492
H 1.800 1.718 -2.406
H -0.177 5.470 -1.591
H 0.011 2.810 -0.979



73
Properties=species:S:1:pos:R:3 method="wB97M-V/def2-TZVPD" total_energy_ha=-6556.96952 charge=+1 lumo_energy_ev=-8.572 homo_lumo_gap_ev=1.74
C -0.424 -4.351 3.089
C 0.688 -3.809 2.074
C 0.028 -3.668 0.678
O 0.378 -2.438 0.036
C -0.636 -1.454 -0.089
C 0.023 -0.236 -0.727
N 1.162 -0.658 -1.557
C 2.216 0.095 -1.498
P 3.669 -0.375 -2.510
C 3.885 -2.122 -1.994
O 4.985 0.399 -1.981
C 1.972 1.254 -0.586
C 1.492 2.470 -1.407
O 0.619 2.048 -2.447
O -0.656 2.662 -2.200
C 3.152 1.773 0.286
O 3.124 3.148 0.525
C 2.426 3.572 1.699
C 3.059 4.874 2.188
C 0.842 0.615 0.254
O 0.157 1.459 1.196
C 0.464 1.110 2.419
N 0.857 0.774 3.465
H -1.046 -3.473 3.357
H 0.056 -4.806 3.967
H -1.001 -5.103 2.565
H 1.551 -4.471 2.029
H 1.035 -2.790 2.363
H -1.044 -3.805 0.795
H 0.456 -4.425 0.025
H -0.999 -1.229 0.908
H -1.461 -1.775 -0.728
H -0.687 0.332 -1.325
H 1.151 -1.481 -2.146
H 3.159 -2.769 -2.474
H 3.703 -2.169 -0.917
H 4.912 -2.433 -2.153
H 5.351 -0.029 -1.187
H 0.944 3.168 -0.785
H 2.356 2.949 -1.893
H -0.984 2.822 -3.097
H 4.083 1.582 -0.243
H 3.231 1.222 1.229
H 2.439 2.824 2.490
H 1.399 3.813 1.415
H 4.067 4.988 1.803
H 3.090 4.848 3.276
H 2.465 5.741 1.916
H 1.358 -0.132 0.865
O 4.210 3.861 -2.117
H 4.392 2.922 -2.305
C -7.358 1.062 -2.873
O -6.576 0.808 -1.694
P -5.032 0.403 -1.874
O -4.733 0.264 -3.311
O -5.113 -0.988 -1.056
C -6.313 -1.726 -0.834
O -3.603 0.780 -1.179
C -3.575 1.580 0.022
H -8.347 1.348 -2.522
H -6.940 1.873 -3.462
H -7.431 0.158 -3.472
H -6.750 -2.057 -1.776
H -7.034 -1.146 -0.264
H -6.038 -2.603 -0.252
H -4.141 1.103 0.825
H -3.966 2.580 -0.164
H -2.535 1.660 0.328
O 5.393 -1.383 1.478
V 5.011 -2.742 2.379
O 4.014 -3.644 3.380
Br -1.848 -1.456 3.081
K 1.244 -3.194 4.696